{
  "formula": "C7H17F6N7O9S2V",
  "method": "ωB97M-V with the def2-TZVPD basis set",
  "species": ["O", "V", "C", "C", "O", "H", "H", "H", "H", "H", "C", "F", "F", "F", "S", "O", "O", "N", "S", "O", "O", "C", "F", "F", "F", "C", "O", "N", "N", "H", "H", "H", "H", "C", "O", "N", "N", "H", "H", "H", "H", "C", "O", "N", "N", "H", "H", "H", "H"],
  "positions_angstrom": [[-0.990, 1.757, -0.841], [-0.474, 0.463, -0.120], [-4.603, 1.508, 2.209], [-3.604, 0.442, 1.822], [-2.323, 0.694, 1.271], [-4.921, 2.085, 1.341], [-4.119, 2.212, 2.885], [-5.531, 1.163, 2.666], [-4.138, -0.261, 1.182], [-3.401, -0.093, 2.749], [2.089, 2.822, -2.020], [2.444, 3.573, -3.055], [3.153, 2.695, -1.165], [1.047, 3.358, -1.393], [1.563, 1.107, -2.727], [0.256, 1.243, -3.381], [2.610, 0.636, -3.596], [1.318, 0.229, -1.234], [2.595, -0.686, -1.080], [3.855, -0.018, -1.417], [2.713, -1.338, 0.244], [2.184, -2.151, -2.354], [3.370, -2.558, -2.733], [1.562, -3.217, -1.752], [1.504, -1.724, -3.432], [1.625, 1.867, 2.128], [0.657, 1.693, 1.370], [2.845, 2.141, 1.693], [1.641, 1.897, 3.427], [2.916, 2.343, 0.706], [3.574, 2.379, 2.350], [2.536, 2.211, 3.773], [0.803, 1.823, 3.985], [0.095, -1.947, 2.159], [0.029, -1.472, 1.068], [1.094, -2.703, 2.497], [-0.768, -1.910, 3.051], [1.813, -2.950, 1.831], [1.122, -3.102, 3.424], [-0.378, -2.269, 3.911], [-1.690, -1.505, 2.976], [-1.923, -1.196, -2.677], [-1.540, -0.681, -1.632], [-1.219, -1.257, -3.743], [-2.905, -2.015, -2.708], [-0.276, -0.902, -3.674], [-1.630, -1.770, -4.510], [-2.948, -2.683, -3.464], [-3.631, -1.935, -2.010]],
  "forces_ev_per_angstrom": [[1.24, -1.50, 0.85], [-3.90, 1.97, 0.57], [0.60, 1.60, -0.60], [1.43, -1.71, -0.49], [0.38, 0.60, -0.23], [0.09, 0.13, -0.19], [-0.10, 0.15, 0.16], [0.25, -0.56, 0.14], [-0.27, -0.39, -0.28], [-0.25, -0.53, 0.65], [-0.14, -0.70, -0.08], [0.01, -0.15, 0.48], [-1.21, 0.33, -1.02], [0.99, -0.09, -0.19], [-2.32, 0.39, -1.07], [1.99, 0.21, 1.57], [-0.40, 0.53, 1.07], [0.53, 1.39, -2.29], [3.47, -2.21, 3.14], [-2.00, -1.05, -0.33], [-1.23, 0.74, -2.37], [0.66, 0.19, 1.45], [0.43, -0.43, -0.51], [0.23, 1.70, -0.85], [0.10, -0.79, 0.81], [-0.58, 0.11, -2.16], [-0.20, -0.78, 0.13], [1.42, 0.33, -2.06], [-0.96, -0.26, 3.24], [0.53, -0.11, 0.30], [0.02, -0.01, -0.76], [-0.90, -0.18, 1.00], [0.32, 0.04, -0.07], [2.16, -0.68, -2.77], [-0.72, 2.74, -4.65], [4.15, -2.52, 0.93], [-5.03, 0.70, 5.77], [-0.07, 0.42, 0.13], [0.34, -0.19, -0.54], [-1.46, 0.29, 0.35], [0.31, 0.34, -0.07], [2.31, 0.08, 2.61], [0.38, 1.35, 1.86], [2.21, 0.66, -3.22], [-4.91, -2.48, 0.35], [-0.38, 0.03, -0.80], [0.94, 0.49, -0.24], [-0.60, 0.19, 0.48], [0.14, -0.35, -0.18]],
  "nbo_charge": [-0.414, 1.534, -0.628, -0.011, -0.920, 0.198, 0.195, 0.201, 0.117, 0.092, 0.784, -0.294, -0.324, -0.281, 2.133, -0.891, -0.871, -1.194, 2.166, -0.891, -0.924, 0.771, -0.301, -0.317, -0.322, 0.805, -0.680, -0.811, -0.794, 0.423, 0.381, 0.384, 0.423, 0.780, -0.694, -0.809, -0.776, 0.432, 0.369, 0.373, 0.442, 0.790, -0.687, -0.784, -0.797, 0.434, 0.386, 0.388, 0.417],
  "de_lowest_kj_mol": 399.8,
  "charge": 0,
  "multiplicity": 2,
  "homo_ev": [-7.13, -7.11],
  "orbital_gap_ev": [7.36, 7.34],
  "lumo_energy_ev": [0.229, 0.232]
}